Formula: C27H37AsF6NO21P2
Source: OMol25
Level of theory: ωB97M-V/def2-TZVPD

The geometry in XYZ format:
```
95
Properties=species:S:1:pos:R:3:forces:R:3:lowdin_spin:R:1
As -0.407 -1.839 1.364 1.58 1.47 1.88 0.00
F -1.077 -2.455 2.925 0.55 0.81 -1.99 0.00
F 0.946 -0.864 2.152 -1.46 -1.62 -0.65 0.00
F 0.216 -1.205 -0.191 -0.63 -0.89 0.68 0.00
F -1.660 -2.789 0.406 1.12 1.20 1.31 0.00
F -1.270 -0.292 1.533 -0.39 -1.72 -0.68 0.00
F 0.663 -3.223 1.332 -0.70 0.58 -0.42 0.00
C -3.842 -0.894 -3.299 -0.45 0.33 -1.03 0.00
C -3.608 -1.652 -2.222 3.47 0.15 0.79 0.00
C -4.498 -1.895 -1.087 -3.63 -3.28 0.79 0.00
O -4.397 -2.834 -0.240 0.86 3.09 -2.34 0.00
C -5.811 -1.276 -1.273 -0.97 1.54 -1.17 0.00
C -6.122 -0.504 -2.385 0.18 0.49 0.23 0.00
C -5.127 -0.269 -3.538 0.11 0.14 0.71 0.00
O -5.467 0.465 -4.466 0.41 -0.86 0.87 0.00
O -7.259 0.202 -2.614 -0.13 -1.51 1.93 0.00
O -2.355 -2.088 -1.995 -1.23 0.40 -1.22 0.00
H -3.001 -0.710 -3.951 -0.09 0.01 -0.22 0.00
H -6.521 -1.545 -0.505 -0.26 0.36 -0.01 0.00
H -7.207 0.755 -3.397 0.77 -0.12 -0.64 0.00
H -2.380 -2.406 -1.089 0.84 -0.69 0.99 0.00
C 5.306 2.386 2.092 0.27 1.88 1.31 0.02
C 4.016 2.057 2.350 0.00 -1.54 -1.19 0.08
C 3.115 2.572 3.377 2.28 0.84 1.40 0.14
O 2.052 2.009 3.714 -0.67 -0.11 -0.71 0.24
C 3.793 3.606 4.144 1.14 1.09 -0.50 0.04
C 5.092 4.011 3.883 2.00 0.55 0.56 0.14
C 6.014 3.433 2.888 -6.77 -3.05 -0.69 0.11
O 7.118 3.729 2.587 5.16 2.16 -0.08 0.17
O 5.707 5.075 4.628 -1.79 -0.25 0.10 0.03
O 3.524 1.011 1.608 -0.17 0.47 -0.01 0.02
H 5.865 2.030 1.239 -0.14 -0.49 0.00 0.00
H 3.353 4.232 4.906 -0.64 -0.40 0.25 0.00
H 6.647 4.953 4.785 0.04 -0.59 -0.65 0.00
H 2.653 0.873 1.986 -0.77 -0.52 0.15 0.00
C 4.544 0.384 -2.613 0.93 1.75 -3.07 0.00
C 4.654 1.333 -3.609 2.33 -0.71 0.57 0.00
C 3.603 2.286 -3.999 -1.35 1.41 -0.44 0.00
O 3.750 3.384 -4.597 0.27 -2.92 1.13 0.00
C 2.294 1.772 -3.590 -0.83 -0.30 1.39 0.00
C 2.150 0.888 -2.537 -2.20 -0.17 0.73 0.00
C 3.288 0.136 -1.931 2.21 0.75 -1.02 0.00
O 3.253 -0.623 -1.009 -1.35 -0.61 0.71 0.00
O 0.971 0.561 -1.908 0.97 1.92 -2.65 0.00
O 5.854 1.421 -4.290 -0.37 -0.76 0.81 0.00
H 5.401 -0.272 -2.576 -0.07 -0.13 0.72 0.00
H 1.448 2.294 -4.012 -0.24 0.01 0.24 0.00
H 1.086 -0.045 -1.172 0.46 -0.65 0.65 0.00
H 5.938 2.150 -4.909 -0.74 0.41 0.12 0.00
C -1.027 3.426 2.130 -2.21 1.93 1.97 0.00
O -1.704 4.124 2.904 0.96 -1.35 -0.79 0.00
N -0.478 3.938 1.043 0.71 0.47 -3.16 0.00
C 0.387 3.074 0.236 0.06 0.58 0.25 0.00
C -0.635 5.299 0.465 0.12 -0.37 0.29 0.00
H -0.848 2.342 2.190 -0.05 0.19 0.51 0.00
H 0.030 2.769 -0.748 -0.51 0.50 -0.17 0.00
H 0.554 2.121 0.738 0.47 0.32 0.32 0.00
H 1.260 3.717 0.120 0.70 -0.84 -0.24 0.00
H 0.326 5.795 0.323 0.40 -0.03 0.78 0.00
H -0.945 5.297 -0.580 -0.62 -0.75 -0.09 0.00
H -1.315 5.961 1.000 0.14 -0.46 0.34 0.00
C -4.448 -0.772 2.529 -0.59 -1.63 0.82 0.00
O -3.356 -0.457 3.391 -0.32 0.91 -0.09 0.00
P -3.390 0.665 4.544 2.01 -0.49 0.40 0.00
O -3.421 2.079 4.165 -0.97 -0.77 0.00 0.00
O -4.616 0.186 5.484 0.62 -2.00 1.33 0.00
C -4.595 -1.244 6.021 0.65 0.56 -0.83 0.00
O -1.994 0.288 5.331 -1.86 -0.17 -0.67 0.00
C -0.798 0.528 4.554 0.76 -0.18 -0.90 0.00
H -4.784 -1.748 2.878 0.00 -0.43 -0.03 0.00
H -4.168 -0.987 1.498 0.42 0.81 0.16 0.00
H -5.378 -0.214 2.636 0.49 0.96 -0.15 0.00
H -5.068 -1.904 5.294 -0.14 0.27 -0.03 0.00
H -5.031 -1.415 7.005 -0.69 1.12 -0.16 0.00
H -3.596 -1.644 6.196 0.40 0.59 -0.57 0.00
H -0.227 -0.369 4.313 -0.31 -0.49 0.79 0.00
H -0.117 1.216 5.056 -0.43 0.18 -0.08 0.00
H -1.030 0.826 3.532 -0.18 0.67 0.37 0.00
C 0.671 -3.776 -1.871 0.93 1.84 0.81 0.00
O 0.461 -4.275 -3.171 1.22 -1.33 -2.09 0.00
P 1.652 -4.388 -4.347 -2.30 0.41 1.96 0.00
O 2.984 -4.018 -3.847 -0.54 -0.48 -0.63 0.00
O 1.386 -5.884 -4.905 0.48 2.07 -0.31 0.00
C 1.609 -6.938 -3.995 -0.72 -0.80 0.55 0.00
O 1.008 -3.455 -5.504 0.85 -2.94 -0.05 0.00
C 0.389 -2.319 -5.030 0.51 2.93 0.64 0.00
H 0.752 -2.691 -1.934 -0.24 0.15 0.02 0.00
H 1.624 -4.029 -1.406 -0.01 -0.68 -0.20 0.00
H -0.145 -3.964 -1.174 -0.09 -0.52 -0.51 0.00
H 0.642 -7.400 -3.795 -0.10 -0.18 -0.22 0.00
H 1.924 -6.619 -3.001 0.59 0.16 -0.22 0.00
H 2.262 -7.674 -4.462 0.18 0.17 0.26 0.00
H 0.504 -1.524 -5.767 -0.55 -0.30 -0.59 0.00
H 1.022 -1.873 -4.263 -0.29 -0.09 0.72 0.00
H -0.637 -2.398 -4.671 0.12 -0.44 -0.15 0.00
```
Forces are in eV/Å.

The expectation value of S² is 0.771. The value obtained for the LUMO energy (spin up / spin down) is 1.38 / 1.38 eV. The spin multiplicity is 2. The charge is -2.

Formula: C27H37AuNPSi2Te
Source: OMol25
Level of theory: ωB97M-V/def2-TZVPD

The geometry in XYZ format:
```
70
Properties=species:S:1:pos:R:3:forces:R:3:lowdin_spin:R:1
Au 0.130 -0.752 -0.177 0.43 -0.13 0.43 0.21
C 7.203 -0.355 1.178 -0.04 -0.02 0.01 0.05
C 6.762 0.549 0.221 0.07 0.10 -0.14 0.00
C 5.418 0.640 -0.084 0.03 0.06 -0.02 0.04
C 4.508 -0.146 0.626 -0.68 -0.21 -0.48 0.07
C 4.950 -1.080 1.565 -0.03 -0.01 0.02 0.04
C 6.298 -1.163 1.853 -0.04 -0.08 0.03 0.00
P 2.728 0.052 0.328 0.47 0.75 0.89 0.33
C 2.553 1.783 -0.193 -0.03 -0.36 -0.20 0.04
C 2.068 2.122 -1.449 0.10 -0.19 0.14 0.00
C 2.042 3.452 -1.834 -0.04 0.12 -0.11 0.00
C 2.478 4.436 -0.960 -0.10 -0.03 -0.11 0.00
C 2.947 4.093 0.300 0.06 0.05 0.19 0.00
C 2.993 2.767 0.687 -0.03 -0.10 -0.08 0.01
C 1.927 -0.015 1.945 0.00 -0.38 -0.41 0.04
C 2.444 0.298 3.198 -0.03 -0.02 -0.05 0.01
C 1.603 0.226 4.298 0.12 0.14 0.07 0.00
C 0.277 -0.150 4.151 -0.06 -0.05 -0.17 0.02
C -0.232 -0.477 2.897 -0.35 -0.12 0.08 0.02
C 0.598 -0.410 1.805 0.32 -0.09 -0.39 0.14
H 8.258 -0.443 1.385 0.09 0.03 0.07 0.00
H 7.469 1.188 -0.289 0.03 -0.03 -0.05 0.00
H 5.079 1.339 -0.836 0.01 0.00 0.01 0.00
H 4.236 -1.714 2.071 0.00 -0.09 0.09 0.00
H 6.644 -1.859 2.601 0.05 -0.10 0.05 0.00
H 1.746 1.340 -2.124 -0.02 0.01 -0.14 0.00
H 1.707 3.710 -2.828 -0.06 0.07 -0.03 0.00
H 2.460 5.472 -1.264 0.02 0.06 -0.02 0.00
H 3.301 4.854 0.980 0.00 0.10 0.01 0.00
H 3.380 2.478 1.653 0.07 0.13 0.11 0.00
H 3.480 0.588 3.311 0.04 -0.01 0.04 0.00
H 1.981 0.468 5.280 0.06 0.01 0.08 0.00
H -0.369 -0.191 5.014 -0.06 -0.03 0.09 0.00
H -1.268 -0.768 2.790 -0.05 -0.08 0.10 0.00
C -2.653 4.463 0.329 -0.58 -0.34 -0.32 0.00
Si -4.106 3.503 -0.444 -0.15 0.35 -0.09 0.03
C -5.436 3.134 0.862 0.52 0.10 -0.56 0.00
C -4.825 4.422 -1.941 0.29 -0.42 0.57 0.01
C -3.436 1.804 -1.166 -0.04 0.46 0.59 0.08
Te -2.824 0.467 0.336 -1.61 -0.97 -0.65 0.59
C -4.748 -0.449 0.561 0.32 -0.13 -0.33 0.10
Si -5.193 -1.975 -0.610 0.07 0.09 0.09 0.03
C -6.957 -2.424 -0.070 0.75 0.16 -0.22 0.01
C -3.923 -3.341 -0.238 -0.55 0.51 -0.14 0.00
C -5.113 -1.406 -2.422 -0.03 -0.21 0.72 0.00
H -2.894 5.522 0.336 -0.13 0.18 -0.03 0.00
H -1.727 4.344 -0.225 0.07 0.02 -0.15 0.00
H -2.472 4.173 1.358 -0.02 -0.09 0.18 0.00
H -5.704 4.048 1.380 -0.01 0.25 0.08 0.00
H -5.108 2.427 1.618 0.09 -0.12 0.16 0.00
H -6.348 2.752 0.411 -0.14 -0.12 -0.12 0.00
H -5.042 5.449 -1.667 -0.04 0.23 0.13 0.00
H -5.753 3.982 -2.290 -0.16 -0.17 0.00 0.00
H -4.140 4.452 -2.782 0.21 -0.02 -0.12 0.00
H -2.593 2.000 -1.817 0.28 0.05 -0.05 0.00
H -4.223 1.322 -1.733 -0.21 -0.23 -0.03 0.01
H -5.510 0.313 0.414 -0.03 0.16 0.00 0.00
H -4.810 -0.810 1.586 0.01 -0.03 0.13 0.00
H -7.007 -2.708 0.976 0.09 -0.05 0.17 0.00
H -7.311 -3.268 -0.653 -0.05 -0.19 -0.15 0.00
H -7.658 -1.608 -0.224 -0.03 0.19 -0.08 0.00
H -3.937 -3.633 0.808 -0.06 0.01 0.20 0.00
H -2.904 -3.056 -0.490 0.14 0.12 -0.10 0.00
H -4.162 -4.228 -0.816 -0.03 -0.16 -0.14 0.00
H -5.808 -0.597 -2.631 -0.14 0.15 0.05 0.00
H -5.396 -2.231 -3.069 -0.04 -0.19 -0.10 0.00
H -4.121 -1.086 -2.732 0.20 0.02 0.02 0.00
N -0.252 2.519 1.546 -0.34 -0.13 -0.59 0.02
C -0.779 2.076 0.611 0.83 0.92 0.59 0.04
H 0.177 2.904 2.359 0.19 0.11 0.18 0.00
```
Forces are in eV/Å.

The expectation value of S² is 2.025. The value obtained for the LUMO energy (spin up / spin down) is -6.52 / -8.92 eV. The spin multiplicity is 3. The energy above the lowest of the compared OMol25 structures with the same formula, charge and spin comes out at 74.4 kJ/mol. The charge is +2.

Formula: C27H37BF5N7O2SSbZr
Source: OMol25
Level of theory: ωB97M-V/def2-TZVPD

The geometry in XYZ format:
```
82
Properties=species:S:1:pos:R:3:forces:R:3:mulliken_charge:R:1
Zr 0.305 -0.088 0.526 0.31 0.40 -0.15 0.80
C 0.588 2.691 3.097 0.03 0.02 0.01 -1.39
C -0.671 2.073 3.708 0.01 -0.01 -0.01 1.89
C -0.974 2.688 5.072 0.00 0.01 0.00 -2.04
C -0.533 0.579 3.804 0.00 0.02 0.05 -0.23
C -0.618 -0.213 4.948 0.00 0.00 0.00 -1.07
C -0.289 -1.490 4.535 0.01 0.00 -0.03 -0.56
N -0.037 -1.468 3.226 -0.05 0.01 0.06 -0.04
N -0.198 -0.195 2.754 0.06 -0.16 -0.03 0.97
B 0.644 -2.577 2.386 0.00 -0.02 -0.01 0.09
N -0.173 -2.858 1.081 0.14 0.01 0.20 0.59
C -1.004 -3.881 0.860 -0.02 0.07 -0.17 -0.73
C -1.315 -3.921 -0.484 0.09 -0.07 -0.02 -0.74
C -0.601 -2.871 -1.067 -0.02 0.06 -0.02 -0.17
N 0.083 -2.217 -0.109 -0.33 0.00 0.13 -0.42
C -0.507 -2.495 -2.515 0.01 0.02 0.01 1.78
C -1.891 -2.224 -3.103 -0.03 0.04 -0.02 -1.41
C 0.226 -3.595 -3.287 -0.01 -0.03 -0.02 -1.71
N 2.048 -2.088 1.981 0.01 0.07 -0.04 0.00
C 3.229 -2.674 2.190 -0.01 0.01 0.05 -0.50
C 4.224 -1.884 1.651 -0.02 0.01 -0.03 -1.14
C 3.566 -0.788 1.089 0.05 -0.05 0.07 0.06
N 2.245 -0.916 1.297 -0.09 -0.16 0.03 0.45
C 4.158 0.354 0.322 -0.03 0.02 -0.02 1.20
C 4.314 -0.047 -1.149 0.01 0.00 -0.02 -1.27
C 5.493 0.791 0.919 0.02 0.01 0.01 -1.75
H 0.507 3.778 3.083 -0.01 0.00 -0.01 0.44
H 0.753 2.375 2.064 0.00 0.00 0.00 0.26
H 1.471 2.425 3.682 0.00 -0.01 0.00 0.36
H -1.513 2.300 3.049 0.00 -0.01 0.00 -0.82
H -0.154 2.515 5.771 0.01 -0.01 -0.01 0.43
H -1.888 2.282 5.507 0.00 0.00 0.00 0.45
H -1.101 3.765 4.970 0.00 0.00 0.00 0.44
H -0.865 0.101 5.945 0.00 0.01 0.00 0.63
H -0.202 -2.411 5.088 -0.01 0.01 0.01 0.51
H 0.711 -3.572 3.043 0.00 0.02 -0.02 -0.11
H -1.296 -4.530 1.670 0.00 -0.01 0.00 0.56
H -1.946 -4.635 -0.984 0.01 0.00 -0.01 0.58
H 0.080 -1.580 -2.579 0.00 -0.02 0.02 -0.58
H -2.523 -3.113 -3.067 0.02 -0.02 0.01 0.42
H -1.798 -1.926 -4.147 0.00 -0.01 0.00 0.37
H -2.401 -1.423 -2.564 0.02 0.01 -0.02 0.15
H -0.335 -4.531 -3.272 -0.01 0.01 0.01 0.34
H 1.214 -3.785 -2.866 0.00 0.01 0.00 0.39
H 0.350 -3.293 -4.327 0.00 0.00 0.00 0.48
H 3.281 -3.610 2.720 0.02 0.00 0.00 0.51
H 5.283 -2.073 1.668 0.00 0.01 0.00 0.48
H 3.459 1.190 0.375 0.02 -0.01 0.01 -0.11
H 5.009 -0.883 -1.249 0.01 0.01 0.01 0.35
H 4.704 0.790 -1.729 0.00 0.00 0.00 0.37
H 3.360 -0.347 -1.586 -0.01 0.00 0.00 0.14
H 6.241 -0.002 0.846 -0.01 -0.01 0.00 0.33
H 5.392 1.068 1.969 0.00 0.00 0.00 0.40
H 5.878 1.652 0.374 -0.01 0.00 0.00 0.46
C -3.851 2.284 1.681 0.04 0.09 0.02 -1.39
Sb -2.317 1.489 0.435 -0.13 -0.24 -0.01 0.98
C -3.132 -0.497 0.372 -0.03 -0.05 -0.02 -0.97
C -2.946 2.209 -1.454 -0.01 0.04 0.00 -1.01
H -4.815 1.982 1.274 0.00 0.01 -0.01 0.46
H -3.795 3.371 1.707 0.01 0.00 0.01 0.40
H -3.751 1.897 2.693 -0.01 -0.01 0.00 0.41
H -4.109 -0.480 -0.111 0.00 0.01 -0.01 0.60
H -3.250 -0.854 1.395 0.00 -0.02 0.00 0.34
H -2.498 -1.194 -0.182 -0.03 0.02 0.02 0.03
H -4.016 2.045 -1.569 0.00 0.00 0.02 0.56
H -2.395 1.666 -2.219 0.01 0.00 0.00 -0.09
H -2.728 3.273 -1.530 0.01 0.00 -0.02 0.43
O -0.300 0.329 -1.363 -0.01 -0.03 -0.17 -0.21
N 0.367 1.592 -1.385 -0.11 -0.04 0.17 0.35
O 1.240 1.472 -0.260 0.01 0.08 -0.02 -0.72
F -3.122 2.631 -6.359 0.01 0.00 0.00 -0.30
C -2.078 2.418 -5.576 -0.04 0.01 -0.02 0.70
C -1.625 3.428 -4.741 0.01 -0.04 -0.02 0.37
F -2.249 4.601 -4.725 0.01 0.00 0.01 -0.31
C -0.535 3.194 -3.924 -0.02 0.00 -0.04 0.39
F -0.134 4.170 -3.120 0.00 0.01 0.00 -0.37
C 0.113 1.961 -3.914 0.02 0.13 0.12 -0.19
S 1.428 1.659 -2.788 0.08 -0.10 -0.10 -0.24
C -0.364 0.967 -4.758 0.00 -0.06 -0.02 0.38
F 0.213 -0.233 -4.783 0.00 0.01 -0.01 -0.43
C -1.446 1.184 -5.591 0.02 0.02 0.02 0.25
F -1.890 0.221 -6.392 0.00 -0.02 0.00 -0.32
```
Forces are in eV/Å.

The value obtained for the LUMO energy is -3.20 eV. The energy above the lowest of the compared OMol25 structures with the same formula, charge and spin comes out at 82.4 kJ/mol. The charge is +1.

| no. | energy (a.u.) |
| --- | --- |
| 1 | -6203.76020 |
| 2 | -2429.20244 |
| 3 | -2794.36149 |